ORCA calculation (wB97M-V/def2-TZVPD) on a molecular structure, C12H8B2Br4F24O17P4VZr.

XYZ file:
```
73
Properties=species:S:1:pos:R:3:mulliken_charge:R:1
F -4.50405 -3.34078 1.86711 -0.318
F -0.98369 -0.44365 -0.77446 -0.295
H -2.72920 0.89954 -2.68785 0.088
O 2.60809 1.51565 1.88751 -0.755
O -1.97272 -1.29446 6.15192 -0.199
H 2.17905 -0.88416 -7.06727 0.486
O 3.87574 -1.40359 3.28939 -0.538
Br -4.63453 -0.47369 -3.74963 -0.128
F -1.65110 3.29745 -2.45007 -0.274
H 2.21333 0.46247 -4.27506 0.005
O 1.88225 -0.18501 3.16272 0.045
F -2.35049 -2.40217 1.23997 -0.415
O -2.94640 0.25744 3.07116 -0.346
F 1.06009 -0.61959 -2.03581 -0.108
F 0.20029 -2.47593 -0.91107 -0.598
F 0.21163 -1.34352 0.95633 -0.043
O -1.38141 0.53055 4.89707 -0.362
C 2.73493 -0.54088 -6.19477 -0.795
H 3.47505 0.23618 -6.38585 0.397
O -0.16222 -3.75448 3.03418 -0.688
H -4.28849 -0.09688 -0.95805 -0.127
P 4.07906 1.41039 -1.94383 1.092
H 1.11857 -0.73527 -4.79870 0.344
C -1.63610 3.17722 2.69573 0.276
C 4.12240 -0.30291 2.67460 0.265
C -4.37193 0.94205 -1.27710 -0.154
Br 0.54800 1.10823 -6.36056 -0.144
F -4.32644 -4.53857 -0.08141 -0.313
P 0.59057 -0.92419 -0.54463 1.915
O 1.73550 -2.52404 2.74076 -0.078
C -3.23556 -0.61380 3.98606 0.629
F 4.32203 1.90814 -3.47977 -0.302
V -0.47148 -3.59024 0.71524 1.232
P -3.49313 -3.35274 0.59030 1.412
B -1.84178 1.08710 3.61811 1.418
P 0.00319 3.51134 -2.43672 1.072
F -0.11664 5.06295 -2.94846 -0.289
F 3.55199 1.27491 -0.42883 -0.056
O -4.16650 -1.37868 3.97966 -0.416
C -0.60483 2.20776 2.06288 -0.236
F 3.92121 2.93738 -1.42140 -0.359
O 0.21715 2.48658 1.18657 0.131
O 5.24596 0.10921 2.32815 -0.581
O 0.26762 -2.76676 5.93775 -0.610
C 1.04998 -2.66423 4.92984 0.223
F 1.59862 3.60409 -2.23952 -0.186
F 5.62526 1.41702 -1.55108 -0.270
C -3.81589 0.97456 -2.72746 -0.370
O -2.17414 2.53080 3.69552 -0.523
F -2.62343 -4.45395 1.28700 -0.398
H -4.12322 1.93399 -3.14356 0.419
C 1.75877 0.06007 -5.18035 -0.200
F 2.50902 1.50842 -2.01736 0.042
F -4.40901 -2.19201 -0.04956 -0.337
F 3.90536 -0.11582 -2.31868 -0.294
F 0.00334 2.86259 -3.91951 -0.215
Br -3.23924 2.02152 -0.05566 -0.138
O 2.07653 -1.87587 4.93117 -0.421
C 2.80957 0.45284 2.49212 0.227
F 0.21444 2.08318 -1.73763 -0.250
Zr 1.92272 2.74148 -0.22424 2.022
C -2.18327 -0.51855 5.14448 0.656
O -0.67121 1.06897 2.70948 -0.288
F 0.99788 0.65416 -0.16527 -0.051
F -2.44544 -3.34660 -0.69504 -0.337
B 2.43286 -1.52280 3.52273 0.862
F 2.10708 -1.28291 -0.03286 -0.471
H -5.44760 1.09612 -1.19186 0.522
Br 3.78670 -2.10857 -5.53547 -0.211
O -1.70133 4.32636 2.25934 -0.552
O 0.78395 -4.52897 0.36624 -0.409
F 0.15111 3.89778 -0.89007 -0.330
C 0.80560 -3.06024 3.47539 0.998
```

The calculation puts the total energy at -16840.92307 Ha. The net charge is +1. The multiplicity is 3. The value obtained for the HOMO energy (spin up / spin down) is -12.00 / -12.00 eV. The calculation puts the frontier orbital gap (spin up / spin down) at 4.1 / 2.9 eV. As for the expectation value of S²: 2.09.